Computed, not measured: C21H23BaN4Si as an isolated structure, with wB97M-V/def2-TZVPD.

Positions of all 50 atoms, in Å:
Ba1 -0.2543 -0.1427 0.2660
C1 -2.9956 -1.6953 2.8974
C2 -3.5194 -0.5995 2.0159
C3 -4.8262 -0.1912 2.0589
C4 -5.2234 0.8416 1.1964
C5 -4.3254 1.4133 0.3408
C6 -2.9812 0.9609 0.3251
N1 -2.6097 -0.0472 1.1804
N2 -2.0086 1.4400 -0.4845
Si1 -2.0868 2.7379 -1.6195
C7 -0.3465 2.8437 -2.3062
C8 -3.2678 2.3740 -3.0187
C9 -2.5329 4.3654 -0.8299
H1 -3.7674 -2.0910 3.5544
H2 -2.1761 -1.3360 3.5243
H3 -2.6137 -2.5260 2.2980
H4 -5.5231 -0.6540 2.7421
H5 -6.2493 1.1885 1.2074
H6 -4.6256 2.2084 -0.3265
H7 -0.0391 1.9011 -2.7725
H8 0.3807 3.0914 -1.5252
H9 -0.2490 3.6120 -3.0757
H10 -3.0018 1.4416 -3.5226
H11 -3.2588 3.1699 -3.7673
H12 -4.2969 2.2709 -2.6689
H13 -1.8645 4.6000 0.0019
H14 -3.5543 4.3826 -0.4458
H15 -2.4470 5.1736 -1.5610
C10 4.2146 0.6827 2.5625
C11 2.9030 0.6266 2.0772
N3 2.4788 -0.2490 1.1869
C12 3.3688 -1.1551 0.7064
C13 4.7036 -1.1776 1.1303
C14 5.1148 -0.2271 2.0816
C15 5.6219 -2.1481 0.6004
C16 5.2151 -3.0498 -0.3094
C17 3.8541 -3.0610 -0.7711
C18 3.4146 -3.9973 -1.7239
C19 2.1132 -3.9766 -2.1424
C20 1.2636 -3.0082 -1.5952
N4 1.6372 -2.1146 -0.7000
C21 2.9284 -2.1314 -0.2804
H16 4.4894 1.4298 3.2926
H17 2.1752 1.3440 2.4461
H18 6.1430 -0.2273 2.4218
H19 6.6457 -2.1336 0.9511
H20 5.9017 -3.7828 -0.7127
H21 4.1148 -4.7245 -2.1159
H22 1.7349 -4.6769 -2.8727
H23 0.2268 -2.9761 -1.9178

Computed properties:
total charge: +1
energy: -1348.01610 Eh
HOMO energy: -9.962 eV

=====

Computed, not measured: a 2-piece molecular cluster, CBrO4 overall at a distorted geometry, with wB97M-V/def2-TZVPD.

Positions of all 6 atoms, in Å:
C1 1.2724 0.6807 -0.5238
O1 1.2354 1.3492 -1.4484
O2 1.5132 -0.0261 0.3338
O3 -1.1989 0.3909 -0.2620
O4 -1.4860 -0.1737 0.8588
Br1 -1.3361 -2.2212 1.0416

Computed properties:
total charge: -1
energy: -2913.02383 Eh
HOMO energy (spin up / spin down): -3.353 / -3.290 eV

=====

Results for energy relative to the best compared isomer or geometry (same formula, charge and spin): 0.2471, 0.1884 (in eV, following the order of the records).